[1]
Below is a 6-piece molecular cluster, C32H64F3N8O15S overall, with properties calculated with ωB97M-V with the def2-TZVPD basis set.

```
! wB97M-V def2-TZVPD RIJCOSX def2/J DEFGRID3
* xyz 1 1
C -4.213 3.217 -0.920
C -2.880 2.452 -0.695
C -2.194 2.069 -2.018
C -1.242 3.235 -2.371
C -1.547 0.654 -2.101
C -0.025 0.658 -2.345
C 0.955 1.241 -1.299
C 0.548 1.712 0.087
O 0.530 0.621 1.017
C -1.692 -0.293 -0.847
C -2.666 -1.482 -1.110
C -2.074 -2.865 -1.243
C -1.208 -3.249 0.004
C 0.259 -3.567 -0.356
C 1.293 -2.577 0.202
C 1.264 -2.516 1.716
C 2.354 -1.624 2.311
C 2.164 -1.534 3.841
S 1.653 0.081 4.486
C 2.641 1.284 3.724
N 2.317 2.512 3.650
N 3.354 3.144 2.952
C 4.198 2.231 2.672
O 3.838 1.012 3.135
C -3.413 -0.896 -2.311
O -4.266 0.041 -1.645
C -4.347 -1.860 -3.080
C -5.798 -1.936 -2.624
C -6.025 -2.539 -1.246
O -5.250 -3.705 -1.070
C -4.975 -3.926 0.301
N -2.355 -0.183 -3.107
C -1.651 -1.045 -4.110
C -0.832 -0.418 -5.259
O 0.565 -0.612 -5.049
C -1.049 1.052 -5.664
F -1.986 1.703 -4.944
F -1.441 1.089 -6.954
F 0.086 1.747 -5.593
H -5.037 2.738 -0.402
H -4.459 3.340 -1.975
H -4.149 4.220 -0.510
H -2.278 3.124 -0.093
H -3.132 1.614 -0.056
H -2.972 2.182 -2.771
H -1.888 4.088 -2.573
H -0.672 3.070 -3.278
H -0.613 3.524 -1.539
H 0.296 -0.355 -2.562
H 0.146 1.176 -3.285
H 1.468 2.077 -1.766
H 1.752 0.522 -1.129
H 1.340 2.375 0.438
H -0.371 2.285 0.154
H -0.268 0.656 1.551
H -0.734 -0.778 -0.688
H -1.840 0.191 0.103
H -3.392 -1.498 -0.305
H -2.847 -3.620 -1.317
H -1.434 -3.006 -2.115
H -1.615 -4.158 0.433
H -1.304 -2.449 0.737
H 0.406 -3.631 -1.434
H 0.532 -4.540 0.048
H 1.146 -1.597 -0.250
H 2.284 -2.910 -0.112
H 0.314 -2.131 2.084
H 1.400 -3.533 2.088
H 3.324 -2.070 2.106
H 2.313 -0.642 1.855
H 3.079 -1.834 4.342
H 1.389 -2.230 4.150
H 5.104 2.385 2.118
H -4.534 0.723 -2.279
H -3.950 -2.871 -3.088
H -4.363 -1.561 -4.137
H -6.282 -2.617 -3.324
H -6.345 -1.007 -2.731
H -7.082 -2.821 -1.202
H -5.879 -1.783 -0.473
H -4.304 -4.770 0.416
H -5.898 -4.148 0.843
H -4.510 -3.061 0.779
H -2.983 0.365 -3.706
H -2.350 -1.743 -4.555
H -0.984 -1.694 -3.558
H -1.027 -0.999 -6.155
H 0.702 -1.553 -5.206
C -2.166 -0.885 4.439
N -2.372 -1.612 3.160
O -2.835 -2.725 3.183
O -2.031 -1.013 2.150
H -2.489 -1.505 5.266
H -1.102 -0.678 4.476
H -2.744 0.034 4.391
C 4.815 5.715 4.698
N 6.199 6.063 5.125
O 7.072 5.235 4.936
O 6.364 7.146 5.631
H 4.824 4.725 4.265
H 4.183 5.750 5.580
H 4.504 6.456 3.968
C 9.131 4.322 2.814
N 9.935 4.877 1.692
O 9.443 4.856 0.581
O 11.030 5.314 1.966
H 8.185 3.974 2.418
H 9.699 3.505 3.248
H 8.981 5.116 3.537
C 2.911 -0.614 8.224
N 1.673 -0.122 8.887
O 0.608 -0.464 8.410
O 1.815 0.587 9.855
H 2.621 -1.229 7.380
H 3.474 0.255 7.899
H 3.472 -1.190 8.954
C 0.629 -3.360 -8.336
N -0.028 -4.127 -7.239
O -0.900 -4.903 -7.534
O 0.370 -3.920 -6.102
H 0.176 -3.651 -9.276
H 0.475 -2.303 -8.137
H 1.686 -3.606 -8.317
*
```

Values from the calculation:
E: -3521.34292 Eh
Gap between HOMO and LUMO: 8.82 eV
HOMO energy: -11.2 eV
Strongest force on any atom: 3.60 eV/A

***

[2]
Below is a 2-piece molecular cluster, C5H13NO3 overall, with properties calculated with ωB97M-V with the def2-TZVPD basis set.

```
! wB97M-V def2-TZVPD RIJCOSX def2/J DEFGRID3
* xyz 0 1
H 0.165 2.192 -0.344
N 0.302 1.359 0.219
C 1.480 0.902 0.177
C 2.668 1.531 -0.510
O 1.927 0.015 1.164
C 0.965 -0.523 2.045
H 3.593 1.127 -0.109
H 2.657 2.609 -0.362
H 2.617 1.341 -1.581
H 1.515 -1.115 2.776
H 0.289 -1.191 1.504
H 0.359 0.255 2.517
C -1.019 -0.868 -1.812
O -1.174 -1.414 -0.512
C -2.182 -0.727 0.278
O -3.452 -0.753 -0.273
H -0.593 0.136 -1.727
H -0.370 -1.542 -2.367
H -1.959 -0.786 -2.364
H -1.897 0.327 0.368
H -2.137 -1.207 1.264
H -3.754 -1.667 -0.350
*
```

Values from the calculation:
E: -478.73730 Eh
Gap between HOMO and LUMO: 10.77 eV
Energy relative to the best compared isomer or geometry (same formula, charge and spin): 205.08 kJ/mol
HOMO energy: -9.9 eV
SMILES: [H]/N=C(\C)OC.COCO
Strongest force on any atom: 2.94 eV/A

***

[3]
Below is C50H58N4O5P2S2Si2W as an isolated structure, with properties calculated with ωB97M-V with the def2-TZVPD basis set.

```
! wB97M-V def2-TZVPD RIJCOSX def2/J DEFGRID3
* xyz 0 3
W -0.461 0.118 -0.120
C 2.382 0.566 1.509
P 1.722 -0.879 0.534
C 2.184 -2.221 1.689
C 3.147 -3.144 1.302
C 3.568 -4.135 2.183
C 3.020 -4.216 3.452
C 2.054 -3.296 3.848
C 1.645 -2.303 2.974
C 0.180 -4.367 0.555
C 0.939 -4.294 -0.603
C 1.510 -5.450 -1.113
C 1.324 -6.666 -0.468
C 0.567 -6.724 0.694
C -0.010 -5.572 1.210
C 1.266 1.369 2.099
C 1.284 2.353 3.054
C -0.068 2.729 3.303
C -0.847 1.958 2.486
C -2.334 1.827 2.378
P -2.579 0.422 1.270
C -4.367 0.287 0.974
C -4.934 0.765 -0.205
C -6.302 0.658 -0.415
C -7.106 0.074 0.550
C -6.547 -0.400 1.730
C -5.182 -0.298 1.944
C -2.257 -1.076 2.236
C -2.600 -2.372 1.547
C -2.769 -3.511 2.493
C -2.349 -3.445 3.773
C -1.795 -2.243 4.296
C -1.798 -1.074 3.526
N -0.043 1.112 1.737
H 3.036 1.171 0.875
H 3.005 0.169 2.311
H 3.569 -3.093 0.305
H 4.326 -4.841 1.868
H 3.347 -4.990 4.136
H 1.618 -3.358 4.838
H 0.889 -1.589 3.278
H 1.093 -3.334 -1.079
H 2.120 -5.393 -2.006
H 1.775 -7.565 -0.867
H 0.427 -7.668 1.204
H -0.588 -5.587 2.125
H 2.165 2.755 3.531
H -0.421 3.466 4.008
H -2.811 2.709 1.944
H -2.821 1.617 3.334
H -4.311 1.224 -0.958
H -6.734 1.026 -1.337
H -8.172 -0.015 0.384
H -7.175 -0.857 2.483
H -4.746 -0.680 2.860
H -3.513 -2.241 0.953
H -3.194 -4.427 2.097
H -2.450 -4.304 4.424
H -1.419 -2.220 5.309
H -1.457 -0.145 3.970
O -0.366 -3.213 1.092
C -1.521 -2.736 0.467
O -1.285 -1.599 -0.279
H -1.922 -3.519 -0.189
N 0.771 1.491 -0.822
C 1.804 1.645 -1.514
N 2.685 2.678 -1.439
C 2.380 3.765 -0.505
C 2.051 5.017 -1.292
O 3.134 5.371 -2.139
C 3.413 4.339 -3.065
C 3.748 3.027 -2.366
H 3.264 3.947 0.113
H 1.553 3.463 0.135
H 1.884 5.863 -0.627
H 1.147 4.847 -1.893
H 4.260 4.677 -3.662
H 2.547 4.184 -3.724
H 4.681 3.125 -1.804
H 3.870 2.254 -3.117
O 6.371 -2.023 -1.520
S 6.136 -0.682 -1.953
O 6.972 0.383 -1.495
N 4.533 -0.287 -1.617
C 3.888 -0.089 -2.695
S 2.170 0.323 -2.770
C 4.641 -0.262 -3.979
C 4.199 -0.135 -5.283
C 5.113 -0.360 -6.306
C 6.431 -0.705 -6.026
C 6.872 -0.840 -4.713
C 5.951 -0.611 -3.714
H 3.170 0.126 -5.493
H 4.794 -0.268 -7.336
H 7.124 -0.871 -6.840
H 7.893 -1.113 -4.483
C -3.379 -1.230 -3.725
Si -1.612 -0.650 -3.421
C -0.591 -2.212 -3.258
C -1.064 0.185 -5.018
C -1.699 0.517 -1.941
Si -1.897 2.320 -2.405
C -3.509 2.592 -3.354
C -2.108 3.362 -0.847
C -0.560 3.116 -3.469
H -3.452 -1.835 -4.632
H -4.060 -0.382 -3.830
H -3.734 -1.839 -2.888
H -0.699 -2.792 -4.180
H -0.926 -2.837 -2.431
H 0.473 -2.010 -3.115
H -1.113 -0.546 -5.829
H -0.045 0.570 -4.976
H -1.723 1.015 -5.282
H -2.689 0.240 -1.556
H -4.391 2.466 -2.720
H -3.611 1.907 -4.199
H -3.536 3.610 -3.752
H -1.262 3.270 -0.160
H -3.016 3.059 -0.316
H -2.225 4.420 -1.095
H -0.865 3.124 -4.517
H 0.407 2.620 -3.418
H -0.422 4.154 -3.154
*
```

Values from the calculation:
E: -4660.46842 Eh
Gap between HOMO and LUMO (alpha / beta): 6.23 / 5.60 eV
Energy relative to the best compared isomer or geometry (same formula, charge and spin): 298.53 kJ/mol
HOMO energy (alpha / beta): -6.9 / -6.9 eV
Strongest force on any atom: 2.40 eV/A

***

[4]
Below is C30H30N4O9P2PtS as an isolated structure, with properties calculated with ωB97M-V with the def2-TZVPD basis set.

```
! wB97M-V def2-TZVPD RIJCOSX def2/J DEFGRID3
* xyz 0 1
Pt 0.280 0.981 -0.336
C 12.274 -0.764 5.334
O 11.159 -0.134 5.936
C 10.024 -0.027 5.199
C 9.909 -0.429 3.874
C 8.690 -0.281 3.223
C 7.599 0.275 3.868
C 7.729 0.695 5.195
C 8.925 0.537 5.854
N 6.407 0.393 3.099
N 5.443 0.870 3.719
C 4.214 0.984 3.041
C 3.157 1.316 3.865
C 1.851 1.500 3.412
C 1.562 1.336 2.071
O 0.375 1.555 1.562
C 2.635 0.952 1.204
N 2.269 0.764 -0.104
C 3.188 0.591 -1.025
C 4.546 0.513 -0.684
C 4.932 0.591 0.625
C 3.967 0.826 1.639
H 13.041 -0.816 6.102
H 12.650 -0.183 4.488
H 12.026 -1.774 4.999
H 10.750 -0.848 3.342
H 8.582 -0.593 2.192
H 6.876 1.137 5.690
H 9.042 0.841 6.886
H 3.384 1.447 4.915
H 1.055 1.779 4.089
H 2.848 0.494 -2.046
H 5.276 0.374 -1.469
H 5.968 0.489 0.899
C 2.097 -2.607 -1.044
C 0.929 -2.675 -2.001
O 1.239 -3.535 -3.101
P 0.477 -1.116 -2.890
O -0.735 -1.588 -3.778
O 1.667 -0.900 -3.930
O 0.265 0.240 -2.279
P -0.642 -3.214 -1.182
O -0.218 -4.448 -0.237
O -1.447 -3.726 -2.351
O -1.086 -2.065 -0.360
H 2.977 -2.160 -1.505
H 2.342 -3.625 -0.741
H 1.820 -2.041 -0.156
H 0.414 -4.007 -3.308
H -1.243 -2.336 -3.347
H 1.815 -1.705 -4.447
H -0.469 -5.286 -0.643
N -1.652 1.653 -0.467
S -3.010 1.254 0.282
C -3.676 -0.149 -0.583
C -4.545 -1.004 0.078
C -5.172 -2.009 -0.641
C -4.943 -2.136 -2.003
C -4.082 -1.263 -2.649
C -3.437 -0.260 -1.942
C -2.637 0.578 1.883
C -1.906 -0.594 2.024
C -1.605 -1.029 3.304
C -2.030 -0.305 4.413
C -2.762 0.863 4.255
C -3.068 1.312 2.979
H -1.625 2.663 -0.538
H -4.719 -0.902 1.142
H -5.842 -2.691 -0.134
H -5.434 -2.921 -2.563
H -3.899 -1.366 -3.710
H -2.743 0.413 -2.427
H -1.577 -1.149 1.151
H -1.038 -1.942 3.434
H -1.789 -0.657 5.409
H -3.095 1.421 5.120
H -3.631 2.226 2.834
*
```

Values from the calculation:
E: -3257.79742 Eh
Gap between HOMO and LUMO: 6.93 eV
HOMO energy: -7.5 eV
Strongest force on any atom: 0.49 eV/A

***

[5]
Below is one molecule with the formula C6H6, with properties calculated with ωB97M-V with the def2-TZVPD basis set.

```
! wB97M-V def2-TZVPD RIJCOSX def2/J DEFGRID3
* xyz 0 1
C -2.700 0.898 -1.243
C -1.867 1.125 -0.405
C -0.822 1.366 0.602
C 0.324 0.467 0.399
C 1.225 -0.299 0.175
C 2.297 -1.247 -0.131
H -3.431 0.684 -1.991
H -0.496 2.412 0.551
H -1.241 1.222 1.606
H 2.165 -2.180 0.425
H 2.297 -1.488 -1.199
H 3.279 -0.835 0.122
*
```

Values from the calculation:
E: -232.09298 Eh
Gap between HOMO and LUMO: 10.58 eV
Energy relative to the best compared isomer or geometry (same formula, charge and spin): 350.10 kJ/mol
HOMO energy: -9.6 eV
SMILES: C#CCC#CC
Strongest force on any atom: 0.56 eV/A

***

[6]
Below is a 2-piece molecular cluster, C3H12NO2 overall, with properties calculated with ωB97M-V with the def2-TZVPD basis set.

```
! wB97M-V def2-TZVPD RIJCOSX def2/J DEFGRID3
* xyz 1 1
C 1.093 -0.236 -0.901
C -0.188 0.491 -0.540
C -1.338 -0.493 -0.918
O -2.503 0.303 -0.807
N 2.240 0.381 -0.092
H 1.358 -0.145 -1.951
H 1.136 -1.322 -0.678
H -0.145 0.680 0.529
H -0.428 1.294 -1.248
H -1.164 -0.838 -1.943
H -1.446 -1.323 -0.222
H -3.315 -0.208 -0.912
H 2.245 1.370 -0.361
H 3.170 0.060 -0.357
H 2.005 0.314 0.913
H 0.669 -0.503 3.559
H -0.144 -0.964 2.302
O 0.375 -0.251 2.673
*
```

Values from the calculation:
E: -326.47384 Eh
Gap between HOMO and LUMO: 10.49 eV
Energy relative to the best compared isomer or geometry (same formula, charge and spin): 103.09 kJ/mol
HOMO energy: -14.0 eV
Strongest force on any atom: 2.50 eV/A